A molecular structure, C2H7NO2P. Source: the OMol25 dataset; level of theory: ωB97M-V/def2-TZVPD.

CARTESIAN COORDINATES (ANGSTROEM)
C (0.132, 0.250, -1.500)
C (-0.315, 1.245, 0.315)
N (-1.470, -1.570, 0.888)
O (0.681, -0.545, -0.667)
O (-0.453, 1.218, -1.031)
P (0.460, -0.088, 0.912)
H (1.208, 2.468, -2.826)
H (0.097, 0.030, -2.518)
H (-0.865, 2.031, 0.772)
H (1.427, 2.223, -3.678)
H (-1.094, -2.270, 0.204)
H (-1.591, -1.904, 1.854)
H (-2.129, -0.916, 0.469)

E ... -626.627392 a.u.
Relative energy (zero: lowest compared OMol25 entry of this formula, charge and spin) ... 87.71 kcal per mole
HOMO-LUMO gap ... 0.3369 Ha
Net charge ... +1
E_LUMO ... -0.1613 Eh

Mulliken population analysis, charges in e, atoms 1 to 5: C 0.198; C -0.195; N -0.716; O -0.273; O -0.137